[1]
{"formula": "C36H50BrCrN4O3", "method": "ωB97M-V with the def2-TZVPD basis set", "species": ["Cr", "C", "C", "C", "C", "C", "C", "C", "C", "N", "C", "C", "C", "C", "N", "C", "C", "C", "C", "C", "C", "C", "C", "H", "H", "H", "H", "H", "H", "H", "H", "H", "H", "H", "H", "H", "H", "H", "H", "H", "H", "H", "H", "H", "H", "H", "H", "C", "O", "C", "O", "N", "N", "H", "H", "H", "H", "H", "H", "C", "C", "C", "C", "C", "C", "C", "Br", "C", "O", "C", "C", "C", "C", "C", "C", "H", "H", "H", "H", "H", "H", "H", "H", "H", "H", "H", "H", "H", "H", "H", "H", "H", "H", "H", "H"], "coordinates": [[1.118, -0.062, -0.266], [0.254, 1.554, 3.504], [1.526, 0.771, 3.596], [1.909, 0.278, 4.836], [3.060, -0.469, 4.998], [3.856, -0.731, 3.900], [3.516, -0.257, 2.640], [4.453, -0.531, 1.491], [2.342, 0.493, 2.484], [2.019, 1.002, 1.161], [2.236, 2.228, 0.837], [2.856, 3.247, 1.721], [1.938, 2.563, -0.587], [2.082, 3.948, -1.102], [1.577, 1.557, -1.312], [1.616, 1.602, -2.742], [2.869, 1.700, -3.371], [4.161, 1.878, -2.611], [2.919, 1.639, -4.760], [1.767, 1.493, -5.511], [0.535, 1.431, -4.875], [0.436, 1.491, -3.491], [-0.927, 1.516, -2.844], [-0.047, 1.885, 4.496], [-0.547, 0.931, 3.107], [0.345, 2.428, 2.869], [1.287, 0.495, 5.695], [3.340, -0.833, 5.977], [4.771, -1.299, 4.014], [5.457, -0.722, 1.864], [4.491, 0.313, 0.802], [4.129, -1.416, 0.943], [3.018, 2.870, 2.726], [2.225, 4.138, 1.765], [3.819, 3.560, 1.307], [1.423, 4.605, -0.528], [1.797, 4.001, -2.149], [3.100, 4.322, -0.986], [4.105, 1.487, -1.596], [4.431, 2.935, -2.553], [4.973, 1.375, -3.134], [3.880, 1.725, -5.250], [1.820, 1.439, -6.590], [-0.370, 1.359, -5.463], [-1.155, 2.521, -2.484], [-1.006, 0.838, -1.990], [-1.698, 1.244, -3.563], [5.298, -1.618, -1.988], [4.034, -1.855, -2.653], [2.925, -1.467, -2.099], [2.838, -0.797, -1.052], [1.829, -1.872, -2.752], [0.598, -1.380, -2.303], [6.003, -1.334, -2.761], [5.617, -2.544, -1.516], [5.206, -0.832, -1.245], [1.905, -2.402, -3.608], [-0.054, -2.152, -2.204], [0.232, -0.729, -2.995], [-6.792, -1.664, 0.644], [-6.140, -0.283, 0.556], [-6.558, 0.368, -0.773], [-6.654, 0.576, 1.723], [-4.621, -0.359, 0.619], [-3.873, 0.802, 0.471], [-2.499, 0.743, 0.457], [-1.570, 2.398, 0.327], [-1.781, -0.463, 0.568], [-0.435, -0.495, 0.403], [-2.531, -1.632, 0.839], [-3.918, -1.536, 0.836], [-1.847, -2.969, 1.186], [-0.985, -2.755, 2.444], [-2.870, -4.065, 1.492], [-0.970, -3.471, 0.031], [-7.875, -1.551, 0.596], [-6.556, -2.161, 1.586], [-6.487, -2.304, -0.187], [-7.642, 0.312, -0.879], [-6.107, -0.150, -1.621], [-6.277, 1.421, -0.820], [-7.743, 0.623, 1.690], [-6.271, 1.596, 1.675], [-6.359, 0.142, 2.680], [-4.357, 1.763, 0.361], [-4.486, -2.434, 1.022], [-1.600, -2.375, 3.260], [-0.175, -2.046, 2.270], [-0.545, -3.702, 2.763], [-3.483, -3.813, 2.358], [-2.340, -4.989, 1.725], [-3.523, -4.263, 0.640], [-0.070, -2.870, -0.057], [-1.534, -3.456, -0.907], [-0.666, -4.501, 0.222]], "mol_weight_da": 718.7, "homo_ev": [-12.950, -13.117], "multiplicity": 4, "energy_ha": -5464.60081, "homo_lumo_gap_ha": [0.2209, 0.2146], "total_charge": 2, "largest_force_ev_per_a": 1.78, "s_squared": 3.79, "e_above_lowest_kj_mol": 73.1}


[2]
{"formula": "C36H50BrN3O7S4SbSi3Ti", "method": "ωB97M-V with the def2-TZVPD basis set", "species": ["Ti", "O", "C", "S", "C", "C", "S", "S", "S", "C", "Sb", "C", "C", "C", "C", "C", "C", "N", "Si", "C", "C", "C", "C", "C", "C", "C", "C", "C", "N", "Si", "C", "C", "C", "Si", "C", "C", "C", "H", "H", "H", "H", "H", "H", "H", "H", "H", "H", "H", "H", "H", "H", "H", "H", "H", "H", "H", "H", "H", "H", "H", "H", "H", "H", "H", "H", "H", "H", "H", "H", "H", "H", "H", "H", "H", "H", "Br", "C", "C", "C", "C", "C", "C", "C", "O", "O", "H", "H", "H", "H", "N", "C", "C", "O", "O", "H", "H", "H", "H", "H", "C", "O", "C", "O", "H", "H", "H"], "coordinates": [[-0.125, -1.722, -0.014], [3.834, -7.569, 2.664], [3.057, -6.702, 2.350], [3.482, -4.993, 2.202], [1.872, -4.378, 1.801], [0.918, -5.319, 1.672], [-0.736, -4.999, 1.226], [1.364, -6.998, 1.954], [1.694, -2.681, 1.632], [-2.298, 2.116, 2.481], [-2.088, 1.057, 0.566], [-1.118, -0.701, 1.544], [0.045, -0.246, 2.292], [0.190, -0.244, 3.689], [1.436, -0.022, 4.237], [2.512, 0.241, 3.399], [2.256, 0.349, 2.046], [1.066, 0.141, 1.498], [-2.434, -1.721, 2.442], [-3.696, -0.792, 3.541], [-1.637, -2.946, 3.656], [-3.568, -2.574, 1.197], [-0.770, 2.864, -0.137], [0.151, 2.349, -1.188], [1.497, 2.718, -1.303], [2.161, 2.510, -2.495], [1.510, 1.871, -3.539], [0.250, 1.365, -3.273], [-0.407, 1.590, -2.145], [0.023, 4.119, 1.058], [1.092, 5.388, 0.092], [-1.218, 5.246, 1.954], [1.168, 3.530, 2.442], [-2.209, 3.712, -1.127], [-2.998, 2.788, -2.582], [-1.576, 5.341, -1.882], [-3.694, 4.161, -0.032], [-2.925, 1.543, 3.159], [-2.783, 3.072, 2.289], [-1.327, 2.286, 2.947], [-0.666, -0.445, 4.320], [1.577, -0.063, 5.310], [3.513, 0.373, 3.786], [3.051, 0.623, 1.358], [-3.231, -0.193, 4.327], [-4.334, -1.532, 4.030], [-4.342, -0.140, 2.949], [-1.744, -2.609, 4.690], [-0.574, -3.078, 3.450], [-2.107, -3.926, 3.575], [-4.125, -1.846, 0.604], [-4.286, -3.209, 1.721], [-3.015, -3.207, 0.505], [2.007, 3.192, -0.476], [3.184, 2.844, -2.617], [1.986, 1.713, -4.496], [-0.271, 0.764, -4.013], [1.046, 5.237, -0.985], [2.142, 5.321, 0.388], [0.762, 6.409, 0.299], [-1.770, 5.876, 1.255], [-0.661, 5.908, 2.621], [-1.938, 4.698, 2.563], [2.133, 3.215, 2.049], [0.760, 2.693, 3.009], [1.350, 4.352, 3.139], [-2.338, 2.770, -3.449], [-3.922, 3.296, -2.873], [-3.239, 1.760, -2.314], [-0.734, 5.168, -2.558], [-1.255, 6.054, -1.121], [-2.374, 5.810, -2.463], [-4.206, 3.258, 0.308], [-4.401, 4.747, -0.622], [-3.426, 4.749, 0.844], [6.004, -2.509, -5.227], [5.267, -1.866, -3.592], [6.105, -1.247, -2.678], [5.565, -0.795, -1.482], [4.213, -0.950, -1.220], [3.385, -1.547, -2.160], [3.916, -2.022, -3.353], [1.905, -1.666, -1.923], [1.210, -2.210, -2.775], [1.467, -1.153, -0.826], [7.158, -1.129, -2.894], [6.207, -0.317, -0.754], [3.783, -0.611, -0.288], [3.259, -2.497, -4.068], [-1.304, -2.910, -3.565], [-2.403, -1.968, -3.405], [-2.462, -1.356, -2.006], [-3.472, -0.783, -1.669], [-1.383, -1.469, -1.267], [-1.521, -3.870, -1.914], [-0.418, -2.479, -3.288], [-1.219, -3.222, -4.523], [-3.354, -2.476, -3.560], [-2.365, -1.120, -4.103], [0.815, -5.304, -1.572], [0.692, -4.063, -0.877], [-0.511, -3.803, -0.221], [-1.631, -4.161, -0.972], [1.379, -6.013, -0.962], [1.356, -5.098, -2.495], [-0.167, -5.720, -1.791]], "mol_weight_da": 1098.9, "homo_ev": -4.606, "energy_ha": -8217.98295, "homo_lumo_gap_ha": 0.2474, "total_charge": -1, "largest_force_ev_per_a": 2.59, "e_above_lowest_kj_mol": 79.6}


[3]
{"formula": "C36H50ClIN4O4PZr", "method": "ωB97M-V with the def2-TZVPD basis set", "species": ["Zr", "C", "O", "C", "C", "C", "C", "C", "C", "O", "C", "O", "C", "H", "H", "H", "H", "H", "H", "H", "H", "H", "I", "C", "C", "C", "C", "N", "C", "H", "H", "H", "H", "C", "C", "P", "C", "C", "C", "C", "H", "H", "H", "H", "H", "H", "H", "H", "H", "H", "H", "H", "H", "H", "H", "C", "C", "C", "C", "C", "O", "C", "C", "C", "C", "C", "C", "Cl", "C", "C", "C", "N", "C", "N", "C", "N", "H", "H", "H", "H", "H", "H", "H", "H", "H", "H", "H", "H", "H", "H", "H", "H", "H", "H", "H", "H", "H", "H"], "coordinates": [[-0.185, -0.203, 0.285], [-0.367, 6.715, -0.107], [1.005, 6.256, -0.211], [1.278, 4.987, -0.190], [2.651, 4.647, -0.323], [3.010, 3.347, -0.360], [2.045, 2.288, -0.259], [2.445, 0.979, -0.514], [3.862, 0.604, -0.755], [1.571, -0.019, -0.592], [0.685, 2.674, -0.021], [-0.254, 1.717, 0.212], [0.304, 3.982, -0.024], [-0.315, 7.792, -0.176], [-0.788, 6.426, 0.854], [-0.956, 6.318, -0.931], [3.373, 5.448, -0.413], [4.055, 3.100, -0.498], [4.502, 0.939, 0.063], [4.221, 1.081, -1.671], [3.954, -0.471, -0.869], [-0.737, 4.223, 0.140], [3.787, -0.111, 4.702], [1.792, -0.002, 4.162], [0.786, 0.296, 5.078], [-0.536, 0.360, 4.650], [-0.827, 0.123, 3.330], [0.140, -0.185, 2.440], [1.428, -0.238, 2.858], [1.031, 0.475, 6.118], [-1.333, 0.592, 5.343], [-1.840, 0.167, 2.960], [2.177, -0.502, 2.122], [-5.277, 1.447, 0.084], [-3.827, 1.481, 0.570], [-2.889, 0.006, 0.042], [-2.892, 0.083, -1.799], [-1.477, -0.024, -2.387], [-3.934, -1.418, 0.542], [-3.196, -2.741, 0.758], [-5.747, 2.404, 0.311], [-5.854, 0.672, 0.587], [-5.356, 1.291, -0.994], [-3.784, 1.542, 1.659], [-3.293, 2.350, 0.184], [-3.334, 1.033, -2.090], [-3.530, -0.705, -2.194], [-0.812, 0.757, -2.002], [-1.494, 0.131, -3.464], [-1.049, -1.024, -2.227], [-4.714, -1.534, -0.210], [-4.433, -1.115, 1.464], [-2.771, -3.126, -0.171], [-3.881, -3.499, 1.135], [-2.397, -2.643, 1.496], [2.961, -8.734, -0.631], [2.222, -7.439, -0.232], [0.919, -7.866, 0.461], [3.127, -6.699, 0.754], [1.912, -6.628, -1.535], [1.257, -7.503, -2.464], [3.180, -6.060, -2.260], [3.673, -4.601, -2.144], [4.503, -4.228, -0.936], [5.731, -4.839, -0.691], [6.482, -4.528, 0.435], [6.004, -3.588, 1.338], [6.918, -3.194, 2.753], [4.802, -2.951, 1.104], [4.074, -3.266, -0.037], [0.696, -5.650, -1.472], [0.624, -4.455, -0.587], [0.298, -3.246, -0.997], [0.220, -2.419, 0.056], [0.496, -3.264, 1.122], [0.721, -4.488, 0.764], [3.370, -9.197, 0.269], [3.806, -8.557, -1.305], [2.293, -9.471, -1.083], [1.155, -8.580, 1.254], [0.249, -8.367, -0.241], [0.394, -7.031, 0.930], [3.164, -7.266, 1.688], [2.780, -5.696, 0.995], [4.151, -6.625, 0.380], [1.823, -8.260, -2.644], [2.965, -6.216, -3.316], [4.019, -6.717, -2.024], [2.841, -3.904, -2.232], [4.281, -4.426, -3.034], [6.113, -5.578, -1.389], [7.432, -5.015, 0.618], [4.447, -2.214, 1.821], [3.144, -2.748, -0.226], [-0.173, -6.262, -1.244], [0.566, -5.256, -2.478], [0.169, -2.984, -2.036], [0.513, -2.957, 2.155]], "mol_weight_da": 887.4, "homo_ev": -14.711, "energy_ha": -3067.27489, "homo_lumo_gap_ha": 0.1888, "total_charge": 3, "largest_force_ev_per_a": 1.20, "e_above_lowest_kj_mol": 25.0}